Record 1
96
Properties=species:S:1:pos:R:3 method="wB97M-V/def2-TZVPD" charge=0 multiplicity=1 homo_lumo_gap_ev=8.50
Cu -2.61 -0.88 -1.39
Cu -1.31 1.03 2.57
Cu 0.06 -3.02 1.10
P -0.98 -0.70 0.64
O 0.04 -0.95 1.77
O -2.38 -1.25 1.01
O -0.54 -1.48 -0.63
O -1.16 0.83 0.45
C 0.27 5.34 1.69
C -0.61 4.15 1.32
O 0.14 2.94 1.61
H 1.24 5.27 1.22
H 0.23 5.46 2.77
H -0.24 6.26 1.37
H -0.94 4.16 0.29
H -1.50 4.10 1.95
H -0.27 2.23 1.07
C 3.12 -0.13 4.38
C 2.26 -1.39 4.29
O 0.89 -1.12 4.32
H 3.26 0.19 5.41
H 2.58 0.65 3.85
H 4.09 -0.27 3.91
H 2.58 -2.14 5.02
H 2.54 -1.94 3.37
H 0.60 -1.09 3.39
C -4.54 2.86 1.23
C -4.61 1.34 1.29
O -3.64 0.81 2.24
H -3.94 3.23 2.07
H -5.52 3.32 1.31
H -3.94 3.19 0.37
H -4.42 0.91 0.30
H -5.57 0.99 1.66
H -3.20 0.08 1.74
C -0.30 3.25 -2.46
C -1.77 2.86 -2.37
O -1.87 1.44 -2.16
H 0.18 2.76 -3.31
H 0.16 3.02 -1.50
H -0.14 4.32 -2.66
H -2.27 3.04 -3.32
H -2.28 3.45 -1.60
H -1.52 1.27 -1.25
C -3.41 -4.23 -2.41
C -3.23 -3.99 -0.94
O -3.87 -2.79 -0.59
H -2.75 -5.02 -2.76
H -3.07 -3.34 -2.95
H -4.47 -4.39 -2.60
H -2.18 -4.05 -0.60
H -3.67 -4.82 -0.37
H -3.46 -2.39 0.21
C -2.78 -1.69 4.38
C -3.75 -2.67 3.71
O -3.11 -3.24 2.57
H -2.54 -0.92 3.65
H -1.87 -2.25 4.59
H -3.16 -1.28 5.32
H -4.64 -2.10 3.39
H -4.05 -3.46 4.38
H -2.84 -2.52 1.97
C 0.30 0.19 -5.48
C 0.67 -0.67 -4.29
C 1.86 -0.07 -3.52
O 2.89 0.27 -4.41
C 3.98 0.79 -3.71
N -0.48 -0.79 -3.41
H 0.21 1.26 -5.28
H -0.65 -0.12 -5.94
H 1.01 0.14 -6.31
H 0.93 -1.67 -4.63
H 2.23 -0.83 -2.82
H 1.51 0.82 -2.98
H 4.37 0.04 -3.01
H 3.73 1.73 -3.21
H 4.81 1.00 -4.40
H -0.71 0.14 -3.05
H -0.17 -1.22 -2.53
C 4.32 -2.63 -0.75
C 3.67 -1.81 0.36
C 3.90 -0.32 0.24
O 5.29 -0.10 0.12
C 5.62 1.24 0.05
N 2.22 -2.08 0.35
H 5.40 -2.47 -0.79
H 3.93 -2.31 -1.72
H 4.08 -3.69 -0.66
H 4.12 -2.14 1.30
H 3.54 0.20 1.14
H 3.41 0.09 -0.66
H 6.69 1.33 -0.07
H 5.28 1.82 0.92
H 5.15 1.72 -0.83
H 1.80 -1.50 1.09
H 1.75 -1.55 -0.40

=====

Record 2
107
Properties=species:S:1:pos:R:3 method="wB97M-V/def2-TZVPD" charge=+1 multiplicity=9 homo_lumo_gap_ev="8.88 / 7.86"
Fe -22.10 11.11 6.45
Fe -22.24 13.16 4.24
Y -23.78 9.82 3.39
P -24.55 12.05 5.08
O -25.86 12.84 5.13
O -23.31 12.55 5.84
O -23.81 12.02 3.76
O -24.69 10.52 5.25
P -21.01 10.44 4.02
O -19.78 9.48 4.20
O -22.16 9.91 4.90
O -21.77 10.43 2.67
O -21.05 11.76 4.89
C -19.14 12.88 2.78
C -20.07 13.83 2.06
C -19.80 13.76 0.54
O -20.05 12.43 0.01
C -20.14 12.42 -1.41
N -21.50 13.32 2.27
H -18.10 13.16 2.60
H -19.20 11.84 2.46
H -19.22 13.05 3.86
H -20.03 14.85 2.41
H -18.78 14.00 0.26
H -20.45 14.49 0.06
H -20.48 11.44 -1.78
H -19.22 12.68 -1.92
H -20.97 13.06 -1.70
H -21.42 12.39 1.88
H -22.09 13.77 1.59
C -27.75 9.12 1.18
C -26.29 9.20 1.53
C -25.67 10.39 0.87
O -24.24 10.39 1.16
C -23.52 11.32 0.29
N -26.21 9.27 2.95
H -28.21 10.04 1.54
H -28.42 8.39 1.63
H -27.92 9.13 0.11
H -25.90 8.22 1.23
H -26.03 11.40 1.08
H -25.90 10.24 -0.18
H -22.63 11.73 0.77
H -24.07 12.16 -0.14
H -23.15 10.68 -0.51
H -26.68 10.12 3.23
H -26.88 8.62 3.33
C -23.04 15.92 4.69
C -21.50 16.00 4.82
O -21.02 14.71 5.25
O -23.42 14.92 3.77
H -23.36 16.92 4.40
H -23.49 15.67 5.65
H -21.34 16.79 5.56
H -21.06 16.26 3.86
H -20.09 14.74 5.49
H -24.38 14.92 3.63
C -16.33 9.55 4.36
C -16.79 10.84 5.07
O -18.10 10.66 5.58
O -17.19 9.17 3.28
H -16.33 8.73 5.08
H -15.32 9.64 3.95
H -16.82 11.72 4.43
H -16.13 11.07 5.91
H -18.68 10.40 4.86
H -18.09 9.19 3.61
C -19.36 10.71 8.32
C -18.55 9.52 8.93
O -17.77 10.04 9.95
O -20.23 10.29 7.29
H -18.66 11.51 8.04
H -19.90 11.02 9.21
H -17.84 9.07 8.23
H -19.13 8.68 9.33
H -17.67 9.39 10.64
H -19.62 10.19 6.56
C -19.29 6.18 3.47
C -19.14 6.31 4.98
O -18.56 7.50 5.36
O -20.18 7.22 3.00
H -19.72 5.21 3.22
H -18.33 6.21 2.96
H -18.49 5.52 5.35
H -20.11 6.36 5.46
H -19.14 8.18 5.01
H -19.91 8.08 3.34
C -23.67 6.56 2.66
C -23.54 6.53 4.17
O -24.12 7.76 4.66
O -23.40 7.84 2.09
H -24.62 6.20 2.26
H -23.03 5.74 2.33
H -22.50 6.46 4.48
H -24.07 5.66 4.54
H -24.05 7.71 5.61
H -23.01 7.64 1.23
C -19.47 9.20 0.36
C -19.16 7.93 -0.51
O -19.36 6.73 0.17
O -20.87 9.15 0.59
H -19.24 10.14 -0.15
H -19.00 9.18 1.35
H -18.12 7.87 -0.83
H -19.73 7.85 -1.43
H -19.77 6.97 1.01
H -21.14 9.76 1.29

=====

Record 3
94
Properties=species:S:1:pos:R:3 method="wB97M-V/def2-TZVPD" charge=0 multiplicity=1 smiles=COC[C@H](C)N.COC[C@H](C)N.OCCO.OCCO.OCCO.OCCO.OCCO.OCCO homo_lumo_gap_ev=9.42 relative_energy_kcal_mol=44.04
C 4.08 -2.17 -2.64
C 2.96 -3.24 -2.69
O 1.91 -2.84 -3.50
O 4.88 -2.21 -3.88
H 4.74 -2.37 -1.79
H 3.67 -1.19 -2.37
H 2.48 -3.30 -1.71
H 3.36 -4.23 -2.91
H 2.13 -3.15 -4.39
H 5.06 -1.31 -4.15
C -0.94 -4.18 -2.97
C -2.30 -4.78 -3.19
O -3.24 -3.74 -3.43
O 0.10 -5.12 -2.91
H -0.79 -3.46 -2.16
H -0.75 -3.46 -3.77
H -2.69 -5.43 -2.40
H -2.28 -5.39 -4.09
H -3.93 -4.10 -3.99
H 0.81 -4.56 -3.25
C 0.08 0.36 -2.19
C -0.06 1.32 -0.98
O 1.23 1.81 -0.75
O 0.23 -0.97 -1.80
H 0.90 0.65 -2.85
H -0.90 0.38 -2.68
H -0.48 0.91 -0.06
H -0.69 2.15 -1.30
H 1.32 2.74 -0.94
H 0.55 -1.42 -2.59
C -3.96 0.93 -2.58
C -3.53 -0.55 -2.53
O -4.42 -1.35 -3.18
O -3.08 1.74 -1.86
H -4.91 1.07 -2.06
H -4.01 1.26 -3.62
H -3.60 -0.79 -1.47
H -2.53 -0.79 -2.88
H -3.96 -2.19 -3.20
H -3.35 1.77 -0.94
C 1.87 4.62 1.55
C 1.04 5.17 0.33
O 1.27 4.51 -0.90
O 1.34 3.30 1.90
H 1.89 5.25 2.44
H 2.93 4.60 1.26
H 1.13 6.25 0.22
H 0.00 4.92 0.54
H 2.19 4.71 -1.05
H 1.32 2.83 1.07
C -0.15 -0.15 3.26
C -1.26 -1.13 2.80
O -2.48 -0.41 2.99
O 1.00 -0.86 3.42
H -0.34 0.34 4.21
H 0.04 0.69 2.60
H -1.17 -2.04 3.39
H -1.15 -1.26 1.73
H -3.20 -0.93 2.63
H 1.47 -1.03 2.60
C -3.63 3.91 0.76
C -2.89 2.76 1.50
C -2.81 2.97 3.04
O -4.07 2.99 3.64
C -3.97 3.04 5.06
N -3.50 1.51 1.14
H -3.46 3.76 -0.30
H -3.11 4.77 1.17
H -4.69 3.84 1.01
H -1.90 2.68 1.07
H -2.29 3.88 3.32
H -2.25 2.13 3.46
H -3.59 3.95 5.54
H -3.31 2.25 5.43
H -4.90 2.74 5.55
H -4.46 1.50 1.46
H -3.07 0.86 1.78
C 3.98 0.51 2.10
C 3.77 -0.60 1.05
C 4.21 -2.01 1.59
O 3.94 -2.98 0.52
C 4.43 -4.34 0.81
N 2.34 -0.54 0.72
H 3.67 1.49 1.72
H 5.05 0.52 2.31
H 3.33 0.44 2.97
H 4.44 -0.38 0.21
H 3.59 -2.27 2.45
H 5.28 -2.08 1.79
H 4.12 -4.84 -0.10
H 3.95 -4.79 1.68
H 5.50 -4.54 0.92
H 2.09 0.16 0.04
H 2.36 -1.41 0.20